Record 1
Entry from the Open Molecules 2025 dataset: C2H7N2 in the gas phase at a distorted geometry (ωB97M-V with the def2-TZVPD basis set).

The geometry in XYZ format:
```
11
Properties=species:S:1:pos:R:3:forces:R:3:lowdin_spin:R:1
C 1.036 1.268 -0.348 0.31 0.27 0.41 0.025
N -0.016 0.304 -0.382 -0.76 0.25 -1.18 0.206
C -0.212 -0.685 0.558 1.21 0.38 0.34 0.519
N -1.287 -1.526 0.482 -1.24 0.42 -0.06 0.153
H 0.959 1.930 -1.206 -0.03 -0.08 -0.18 -0.001
H 0.996 1.925 0.531 -0.02 -0.15 0.11 0.008
H 2.028 0.804 -0.370 0.01 -0.04 0.01 0.008
H -0.667 0.399 -1.153 0.21 -0.30 0.42 0.008
H 0.514 -0.720 1.357 -0.18 -0.14 0.10 0.045
H -2.137 -1.182 0.056 0.16 -0.04 0.17 0.011
H -1.215 -2.516 0.476 0.35 -0.58 -0.14 0.018
```
Positions in Å, forces in eV/Å.

Summary:
Energy relative to the best compared isomer or geometry (same formula, charge and spin) in kJ/mol: 0.0
HOMO level (spin up / spin down) in hartree: -0.182 / -0.325
Kohn-Sham gap (spin up / spin down) in eV: 6.25 / 10.06
E_tot in eV: -5165.6347
<S²>: 0.7530
Spin multiplicity: 2



Record 2
Entry from the Open Molecules 2025 dataset: a gas-phase ion, C2H7N2 (charge +1) at a distorted geometry (ωB97M-V with the def2-TZVPD basis set).

The geometry in XYZ format:
```
11
Properties=species:S:1:pos:R:3:forces:R:3:nbo_charge:R:1
C 0.938 0.201 -0.468 -1.13 0.28 -0.93 0.219
C -0.448 0.575 -0.500 0.55 -0.31 0.10 -0.504
N -1.488 -0.352 -0.008 0.64 0.05 1.60 -0.657
N 1.686 0.060 0.589 -0.17 -1.36 0.22 -0.643
H 1.428 -0.061 -1.414 0.56 1.06 0.16 0.206
H -0.765 1.594 -0.657 -0.14 -0.33 -0.97 0.250
H -1.107 -1.076 0.612 0.03 0.07 -0.02 0.422
H -1.964 -0.884 -0.738 -0.15 0.39 -0.25 0.427
H -2.163 0.145 0.575 -0.40 -0.10 -0.18 0.436
H 1.299 0.201 1.515 0.14 0.14 0.01 0.418
H 2.584 -0.403 0.493 0.06 0.11 0.25 0.424
```
Positions in Å, forces in eV/Å.

Summary:
Energy relative to the best compared isomer or geometry (same formula, charge and spin) in kJ/mol: 304.4
HOMO level in hartree: -0.441
Kohn-Sham gap in eV: 7.52
E_tot in eV: -5158.3110
Charge: +1



Record 3
Entry from the Open Molecules 2025 dataset: a gas-phase ion, C2H7N2 (charge +1) at a distorted geometry (ωB97M-V with the def2-TZVPD basis set).

The geometry in XYZ format:
```
11
Properties=species:S:1:pos:R:3:forces:R:3:nbo_charge:R:1
C 0.493 1.504 0.123 0.62 2.89 -1.97 -0.430
N -0.351 -1.866 -0.175 0.57 -1.06 1.64 -0.698
C -0.563 -0.593 -0.359 -0.25 0.63 -3.15 0.436
N -0.045 0.285 0.491 -2.41 -2.15 1.80 -0.577
H -0.242 2.266 -0.232 0.31 -0.18 1.08 0.225
H 1.188 1.823 0.929 -0.60 0.17 -0.80 0.256
H 1.026 1.321 -0.810 0.72 0.21 0.26 0.217
H 0.074 -2.025 0.765 -0.16 -0.43 -1.28 0.419
H -0.221 -2.642 -0.857 -1.07 1.14 0.52 0.472
H -1.117 -0.231 -1.356 1.80 -0.79 2.05 0.249
H -0.242 0.158 1.481 0.48 -0.42 -0.15 0.431
```
Positions in Å, forces in eV/Å.

Summary:
Energy relative to the best compared isomer or geometry (same formula, charge and spin) in kJ/mol: 145.3
HOMO level in hartree: -0.553
Kohn-Sham gap in eV: 10.16
E_tot in eV: -5159.9595
Charge: +1



Record 4
Entry from the Open Molecules 2025 dataset: 2 unconnected molecules or ions with the total composition C2H7N2 at a distorted geometry (ωB97M-V with the def2-TZVPD basis set).

The geometry in XYZ format:
```
11
Properties=species:S:1:pos:R:3:forces:R:3:lowdin_spin:R:1
C 0.252 -1.828 1.170 4.25 2.71 -5.16 1.353
C 0.597 1.415 -0.792 -1.63 2.13 -1.39 0.006
N -0.252 -2.424 2.007 -5.08 -2.52 5.67 0.456
N -0.573 0.446 -0.680 2.79 2.32 0.28 0.055
H -0.191 -0.282 -0.222 1.75 -3.98 2.78 0.070
H 1.286 0.979 -1.522 0.25 0.40 0.63 0.001
H 0.973 1.867 0.167 -0.26 -1.36 -0.79 0.002
H 0.012 2.247 -1.262 1.35 -0.18 0.00 0.001
H -0.258 -3.228 2.625 1.00 -0.38 -0.43 0.046
H -0.723 -0.014 -1.550 -1.97 0.56 -1.22 0.003
H -1.123 0.822 0.058 -2.45 0.31 -0.38 0.007
```
Positions in Å, forces in eV/Å.

Summary:
Energy relative to the best compared isomer or geometry (same formula, charge and spin) in kJ/mol: 348.2
HOMO level (spin up / spin down) in hartree: -0.368 / -0.605
Kohn-Sham gap (spin up / spin down) in eV: 6.23 / 8.12
E_tot in eV: -5152.4937
<S²>: 2.0134
Charge: +1
Spin multiplicity: 3



Record 5
Entry from the Open Molecules 2025 dataset: 2 unconnected molecules or ions with the total composition C2H7N2O at a distorted geometry (ωB97M-V with the def2-TZVPD basis set).

The geometry in XYZ format:
```
12
Properties=species:S:1:pos:R:3:forces:R:3:lowdin_spin:R:1
C 1.960 -0.805 1.245 -0.82 1.37 1.14 0.003
O 1.551 -1.146 -0.021 -1.42 -0.80 -3.05 0.037
H 3.077 -0.774 1.150 -0.99 -0.15 0.75 0.001
H 1.541 -1.510 2.016 0.86 0.43 -0.47 0.000
H 1.565 0.226 1.531 0.69 -0.99 -0.16 0.001
N -2.283 0.180 -0.448 0.05 -0.16 0.65 0.078
C -0.955 0.422 -0.232 -0.76 3.93 -2.82 0.437
N -0.577 1.553 -0.787 1.31 -2.74 1.29 0.377
H -2.806 -0.237 0.273 -0.28 -1.22 0.97 0.003
H -2.800 0.996 -0.729 0.14 0.28 -0.62 0.019
H 0.612 -0.988 -0.371 1.86 0.06 1.85 0.018
H 0.393 1.619 -1.143 -0.62 -0.01 0.47 0.026
```
Positions in Å, forces in eV/Å.

Summary:
Energy relative to the best compared isomer or geometry (same formula, charge and spin) in kJ/mol: 192.8
HOMO level (spin up / spin down) in hartree: -0.342 / -0.361
Kohn-Sham gap (spin up / spin down) in eV: 10.38 / 8.38
E_tot in eV: -7211.8773
<S²>: 0.7550
Spin multiplicity: 2



Record 6
Entry from the Open Molecules 2025 dataset: a gas-phase ion, C2H7N2O (charge +1) at a distorted geometry (ωB97M-V with the def2-TZVPD basis set).

The geometry in XYZ format:
```
12
Properties=species:S:1:pos:R:3:forces:R:3:nbo_charge:R:1
N 1.186 -1.047 -0.923 0.59 0.07 1.05 -0.681
C 1.001 0.231 -0.149 -0.95 -0.40 -0.18 -0.343
C -0.491 0.237 0.296 0.94 2.21 -1.70 0.677
N -0.946 1.507 0.507 -0.02 -1.37 0.84 -0.826
O -1.027 -0.815 0.474 -0.34 -0.74 0.63 -0.555
H 1.104 -0.930 -1.932 -0.44 -0.02 0.07 0.449
H 2.101 -1.449 -0.757 0.34 -0.17 0.06 0.444
H 0.486 -1.684 -0.505 -0.33 -0.11 -0.45 0.473
H 1.408 1.045 -0.736 -0.24 0.27 0.20 0.247
H 1.420 0.188 0.858 0.85 -0.26 -0.40 0.267
H -0.842 2.255 -0.146 0.43 0.26 -0.10 0.425
H -1.611 1.599 1.245 -0.83 0.25 -0.02 0.424
```
Positions in Å, forces in eV/Å.

Summary:
Energy relative to the best compared isomer or geometry (same formula, charge and spin) in kJ/mol: 50.6
HOMO level in hartree: -0.556
Kohn-Sham gap in eV: 11.34
E_tot in eV: -7208.6209
Charge: +1



Record 7
Entry from the Open Molecules 2025 dataset: a gas-phase ion, C2H7N2O (charge +1) at a distorted geometry (ωB97M-V with the def2-TZVPD basis set).

The geometry in XYZ format:
```
12
Properties=species:S:1:pos:R:3:forces:R:3:nbo_charge:R:1
C -0.332 1.095 0.426 1.49 2.11 -3.75 -0.062
C 0.104 -0.518 -0.784 3.42 0.04 0.15 0.524
N -0.959 0.297 -0.706 -1.23 2.63 1.22 -0.624
N 0.530 0.024 0.828 -4.12 -3.11 1.62 -0.645
O -0.023 -1.824 -0.869 -0.91 0.82 -0.26 -0.613
H 0.292 2.006 0.028 -0.95 -1.88 0.39 0.223
H -0.932 1.528 1.137 -1.88 0.46 1.63 0.233
H 1.010 0.115 -1.128 -1.12 -2.01 -0.83 0.189
H -1.902 -0.004 -0.531 -0.12 -0.62 -0.02 0.424
H 1.396 0.160 1.165 4.05 1.14 1.24 0.411
H 0.039 -0.596 1.533 0.59 0.71 -0.97 0.416
H 0.777 -2.284 -1.100 0.77 -0.30 -0.40 0.524
```
Positions in Å, forces in eV/Å.

Summary:
Energy relative to the best compared isomer or geometry (same formula, charge and spin) in kJ/mol: 275.5
HOMO level in hartree: -0.550
Kohn-Sham gap in eV: 11.63
E_tot in eV: -7206.2897
Charge: +1



Record 8
Entry from the Open Molecules 2025 dataset: a gas-phase ion, C2H7N2O (charge +1) at a distorted geometry (ωB97M-V with the def2-TZVPD basis set).

The geometry in XYZ format:
```
12
Properties=species:S:1:pos:R:3:forces:R:3:nbo_charge:R:1
C 0.047 0.380 1.144 1.67 0.49 -5.18 0.356
C -0.006 -0.526 -1.267 -0.93 -2.14 -1.41 -0.486
N 0.311 0.597 -0.509 0.37 0.15 7.62 -0.065
N -0.349 -0.801 1.475 2.10 2.22 3.35 -0.661
O 0.103 1.866 -0.937 -0.13 0.55 -0.07 -0.474
H 0.572 1.092 1.807 -0.56 -0.39 -0.43 0.241
H -0.114 -0.364 -2.319 -0.64 1.08 -0.57 0.281
H 0.840 -1.213 -1.359 0.12 -0.15 0.97 0.249
H -0.918 -1.094 -0.948 0.57 0.55 -0.41 0.192
H -0.244 -1.162 2.444 -0.30 0.25 -1.04 0.458
H -0.942 -1.189 0.844 -1.99 -2.34 -2.02 0.419
H 0.700 2.412 -0.375 -0.27 -0.27 -0.81 0.488
```
Positions in Å, forces in eV/Å.

Summary:
Energy relative to the best compared isomer or geometry (same formula, charge and spin) in kJ/mol: 471.5
HOMO level in hartree: -0.515
Kohn-Sham gap in eV: 8.62
E_tot in eV: -7204.2586
Charge: +1



Record 9
Entry from the Open Molecules 2025 dataset: 2 unconnected molecules or ions with the total composition C2H7N2O at a distorted geometry (ωB97M-V with the def2-TZVPD basis set).

The geometry in XYZ format:
```
12
Properties=species:S:1:pos:R:3:forces:R:3:nbo_charge:R:1
C 1.734 -1.079 1.683 -4.06 0.49 1.40 0.145
N 0.409 -0.852 1.474 5.92 -1.58 2.54 -0.600
H 2.044 -1.628 2.691 -0.50 0.68 -2.81 0.263
H 2.388 -0.587 0.999 0.81 0.18 -0.07 0.226
H 0.062 0.005 1.014 -1.03 -0.27 -1.05 0.489
H -0.060 -1.390 2.185 -1.48 0.51 -0.08 0.430
C -1.063 0.415 -1.255 -0.19 1.52 0.66 0.521
N -1.077 1.362 -2.258 -1.18 1.34 3.02 -0.810
O -1.111 0.832 -0.069 0.34 -0.99 -1.38 -0.695
H -1.079 -0.706 -1.413 0.31 1.27 -0.64 0.164
H -1.400 2.333 -1.813 1.32 -2.74 -1.71 0.437
H -0.847 1.294 -3.237 -0.28 -0.39 0.12 0.430
```
Positions in Å, forces in eV/Å.

Summary:
Energy relative to the best compared isomer or geometry (same formula, charge and spin) in kJ/mol: 211.9
HOMO level in hartree: -0.519
Kohn-Sham gap in eV: 8.17
E_tot in eV: -7206.9487
Charge: +1